DFT (wB97M-V/def2-TZVPD) results for a structure of composition C24H56F6N4O8Sr at a distorted geometry.

Geometry as XYZ:
```
99
Properties=species:S:1:pos:R:3:lowdin_charge:R:1
Sr 0.37650 0.10113 -1.13816 1.46
F -3.31401 -1.72260 0.38469 0.12
F -3.52177 -2.04291 2.51273 0.14
F 1.28047 4.71745 -2.31225 0.14
F -2.83257 -3.62896 1.22726 0.10
F 1.16916 5.86074 -0.48884 0.13
F -0.59205 4.87016 -1.28188 0.13
O 1.33000 2.43121 -1.00736 -0.27
O -1.78637 -1.71748 -2.52471 -0.22
O -0.43013 -2.95624 1.74356 -0.11
O 2.75598 -0.29150 -2.34247 -0.30
O 3.59364 -1.27831 3.86681 -0.18
O -0.81512 -0.91486 0.88179 -0.27
O -3.30211 4.15436 -0.05301 -0.20
O 0.01393 3.20306 0.64203 -0.14
N 1.91438 0.37610 1.07832 -0.02
N -0.46910 0.50411 -3.58264 -0.03
N 1.25213 -2.56406 -1.49381 0.03
N -2.04724 1.73740 -0.77710 0.05
C -2.56805 -2.82941 -2.13102 -0.09
C -0.11025 4.03797 1.75934 -0.27
C -1.25392 3.52171 2.61755 -0.05
C 0.29920 -1.50815 -4.75488 -0.05
C -0.88875 -0.61874 -4.47544 -0.41
C 3.43463 0.59689 -3.20870 -0.08
C -1.27881 -1.81128 1.70442 -0.51
C 3.04127 0.15580 2.05737 -0.38
C -3.70779 5.16761 0.83466 -0.11
C 1.10711 3.46881 -0.27040 -0.51
C -3.50016 1.98379 -0.95981 -0.41
C 0.13730 -5.02854 2.77329 -0.07
C 3.16909 -2.18359 4.84696 -0.12
C -2.06087 -1.32718 -3.85320 -0.21
C 3.30583 -3.50771 -0.43305 -0.04
C -2.74622 -2.27594 1.45265 -0.53
C 3.46324 -1.47775 -2.00007 -0.18
C 2.63078 -2.24313 -0.98998 -0.43
C -0.36884 -3.62012 2.98183 -0.29
C -4.31479 0.70111 -0.98366 -0.05
C 3.37208 1.44275 2.80556 -0.04
C 2.56266 -0.94981 2.95121 -0.22
C 0.74513 4.74114 -1.08683 -0.55
C -4.05153 2.98818 0.04223 -0.24
H -2.33834 -2.19048 -4.46943 0.13
H 3.06958 -3.18969 4.42283 0.09
H 4.19445 1.18106 -2.68599 0.10
H -2.20699 3.98137 2.31071 0.04
H -1.40730 2.45058 2.51344 0.08
H 3.86092 -0.20225 1.43026 0.14
H -1.15656 3.88446 3.64233 0.08
H 2.57637 -1.58300 -0.11888 0.09
H -2.40220 -3.65391 -2.84243 0.10
H -2.05992 1.09734 0.02777 0.06
H 1.37446 -3.17511 -2.29283 0.08
H 1.09805 -1.00401 -5.30561 0.08
H -3.61375 -2.55966 -2.00647 0.10
H -3.65229 -0.09474 -1.32769 0.05
H 1.95412 3.79392 0.38951 0.15
H 4.15269 1.21926 3.53785 0.08
H 2.69524 1.23617 -3.68523 0.09
H -2.86007 5.81421 1.02507 0.09
H 0.72735 -1.83535 -3.81005 0.04
H -4.64508 0.40076 0.01154 0.08
H 1.02972 0.35077 1.59028 0.06
H -2.93187 -0.65183 -3.87289 0.13
H -5.10366 3.15609 -0.26100 0.14
H 0.01028 -2.35264 -5.38560 0.09
H -4.57488 5.67905 0.40615 0.09
H 3.78839 -2.01744 -2.89587 0.14
H -1.62364 2.60780 -0.45347 0.05
H -0.20914 5.09659 1.50241 0.12
H 3.92520 0.04972 -4.02926 0.09
H -0.49449 -5.56638 2.06771 0.08
H 2.05242 1.31627 0.69877 0.04
H 1.65259 -0.67844 3.51325 0.13
H 4.33972 -1.15224 -1.41655 0.14
H 0.16205 -5.53249 3.73654 0.08
H -2.13491 -3.24696 -1.22177 0.08
H 3.57745 -4.21835 -1.21231 0.08
H 4.12598 -3.23250 0.23602 0.08
H -4.07021 2.59757 1.07429 0.13
H 0.89794 -3.05185 -0.67262 0.07
H -1.21276 -0.18835 -5.43221 0.14
H 0.23491 -3.05114 3.69950 0.11
H 2.20096 -1.88266 5.27316 0.09
H 3.88799 -2.16701 5.66294 0.09
H -1.34416 -1.39342 2.73979 0.15
H -3.66449 2.52641 -1.90189 0.14
H -1.34650 0.95387 -3.29368 0.07
H 2.27216 -1.85337 2.38871 0.13
H 2.51079 1.89500 3.28978 0.08
H 0.81036 3.95895 2.36736 0.11
H -4.04132 4.70562 1.77450 0.08
H -0.05320 1.24047 -4.15066 0.10
H 2.59489 -3.97674 0.25385 0.07
H -5.17038 0.81767 -1.64429 0.08
H 1.11608 -4.98259 2.28263 0.06
H 3.80251 2.13696 2.07888 0.08
H -1.37155 -3.72656 3.42584 0.12
```

E = -2398.98164 Ha
E_LUMO = 0.28 eV
Energy relative to the best compared isomer or geometry (same formula, charge and spin) = 18.6 kcal per mole
F_max = 2.07 eV/A

DFT (wB97M-V/def2-TZVPD) results for a structure of composition C24H56F6N4O8Ti at a distorted geometry.

Geometry as XYZ:
```
99
Properties=species:S:1:pos:R:3:lowdin_spin:R:1
Ti 11.25590 -0.25425 -7.78495 2.49
F 14.94097 -2.47700 -5.96630 0.00
F 14.30448 -4.35075 -6.60757 0.00
F 7.57013 2.40893 -6.84526 0.00
F 7.00044 1.85576 -4.87763 0.00
F 7.80612 3.77659 -5.15753 0.00
F 13.70799 -2.66013 -7.77252 0.02
O 14.55166 3.64840 -4.78368 0.00
O 9.59631 1.59636 -3.97479 0.00
O 13.33789 4.60729 -10.48974 0.00
O 11.68210 -1.83695 -5.97370 0.02
O 7.00166 -3.29058 -9.13210 0.00
O 10.06517 1.02751 -5.99622 0.03
O 11.87160 -1.78879 -9.44534 0.08
O 12.91992 -2.67657 -4.36003 0.00
N 8.75248 -0.07436 -8.54885 0.03
N 10.52384 0.28365 -11.20585 0.01
N 13.17936 0.47062 -3.42971 0.00
N 11.30072 1.88385 -8.96728 0.05
C 13.87206 -3.09240 -6.51369 0.00
C 13.66909 4.85091 -11.83182 0.00
C 7.63855 -2.03133 -9.50973 0.00
C 12.79379 3.26331 -10.30883 0.00
C 13.63610 -3.68765 -3.67877 0.00
C 10.23253 1.68812 -1.74382 0.00
C 11.57811 -0.70044 -11.69674 0.00
C 12.53504 3.66457 -7.75628 0.01
C 7.23398 -1.33490 -7.04811 0.00
C 13.66947 2.83762 -3.92090 0.00
C 7.94805 2.52290 -5.54172 0.00
C 14.09406 1.38412 -4.04806 0.00
C 12.46031 -1.14050 -10.56918 0.05
C 14.24705 5.03729 -4.63778 0.00
C 12.51901 -2.94142 -5.68879 0.00
C 6.21641 -3.80932 -10.15161 0.00
C 14.22989 0.92335 -5.49066 0.02
C 11.84859 3.24391 -9.09598 0.00
C 11.34744 -3.09417 -9.71553 0.01
C 12.40466 -0.06571 -12.83807 0.00
C 9.97892 2.54867 -3.00661 0.00
C 9.42524 2.05452 -5.29092 0.00
C 14.36462 -3.13727 -2.47266 0.00
C 8.27414 -1.42230 -8.19970 0.02
H 13.19766 5.20519 -4.88007 0.00
H 13.21454 -1.85352 -10.90210 0.00
H 13.26676 0.98988 -5.99668 0.02
H 10.95198 0.87698 -1.85586 0.00
H 11.88663 3.51396 -6.89316 0.00
H 9.12245 3.16055 -2.72350 0.00
H 14.91849 1.50690 -6.10173 0.00
H 12.13613 2.97302 -11.12817 0.00
H 8.94746 0.45948 -7.71393 0.00
H 9.82472 -0.19594 -10.65690 0.00
H 15.12512 -2.48510 -2.90210 0.00
H 13.58778 2.51654 -10.30803 0.00
H 10.00974 0.59813 -12.01634 0.00
H 12.75649 4.88121 -12.42708 0.00
H 10.22486 2.31587 -0.85276 0.00
H 12.93645 -4.38952 -3.22494 0.00
H 10.88107 3.15466 -3.09034 0.00
H 11.14035 -1.63095 -12.05815 0.00
H 12.71661 2.94664 -4.43884 0.00
H 13.53307 -0.47535 -3.44154 0.00
H 13.60819 3.09682 -2.86395 0.00
H 10.07556 2.92571 -5.36977 0.00
H 5.84997 -4.80237 -9.89150 0.00
H 6.38033 -0.72676 -7.34734 0.00
H 7.66491 -0.80882 -6.19627 0.00
H 14.40703 -4.26870 -4.18487 0.00
H 11.75368 0.10174 -13.69614 0.00
H 10.49485 2.03941 -8.37866 0.00
H 6.80796 -1.36053 -9.72938 0.00
H 5.43180 -3.10092 -10.41742 0.00
H 11.05609 3.97100 -9.27319 0.00
H 9.06029 -2.10939 -7.88669 0.01
H 14.50362 5.43029 -3.65400 0.00
H 12.87901 4.69801 -7.79842 0.00
H 14.12848 5.83365 -11.93808 0.00
H 11.02811 1.47078 -9.84771 0.01
H 10.55595 -3.16148 -10.46193 0.00
H 14.74118 5.60847 -5.42371 0.00
H 14.32591 4.08715 -12.24817 0.00
H 13.04020 -0.35921 -10.07784 0.04
H 15.05875 1.35478 -3.54150 0.00
H 12.89520 0.87645 -12.59351 0.00
H 10.97510 -3.63135 -8.84323 0.00
H 13.15963 -0.77330 -13.18073 0.00
H 7.99206 0.50173 -8.88050 0.00
H 6.82834 -3.94398 -11.04353 0.00
H 13.74534 -2.61305 -1.74480 0.00
H 14.59084 -0.10342 -5.55026 0.00
H 6.84448 -2.32164 -6.79764 0.00
H 8.33243 -2.07550 -10.34917 0.00
H 13.36668 0.72238 -2.46970 0.00
H 12.19085 -3.64915 -10.12632 0.00
H 13.41797 3.05188 -7.57422 0.00
H 9.31521 1.10572 -1.65752 0.00
H 12.00361 -3.90178 -5.70186 0.00
H 14.96144 -3.91713 -1.99966 0.00
```

Multiplicity = 4
<S²> = 3.7517
Total charge = -1
E = -3217.47881 Ha
E_LUMO (alpha / beta) = 2.15 / 2.12 eV
F_max = 4.57 eV/A